Record 1
88
Properties=species:S:1:pos:R:3:forces:R:3 method="wB97M-V/def2-TZVPD" gap_ev=9.49 homo_ev=-10.35 multiplicity=1 charge=0 e_lumo_ev=-0.86
O -2.8312 -1.1248 -1.1424 0.242 0.150 -0.120
C -3.9601 -1.4624 -1.3295 -0.326 -0.193 0.032
O -4.2494 -2.4874 -2.1911 0.360 -0.176 0.199
C -5.1624 -0.7639 -0.7284 -0.045 0.146 -0.014
C -4.9226 -0.2986 0.7085 -0.163 -0.279 0.017
C -4.9380 -1.4337 1.7871 0.171 0.251 -0.049
C -5.1198 -2.8279 1.2459 -0.299 0.088 0.156
C -6.4019 -3.3199 0.9368 0.193 0.225 0.091
C -6.5979 -4.5861 0.3981 -0.179 0.137 -0.027
C -5.4753 -5.3546 0.1807 0.316 -0.122 0.027
C -4.2062 -4.8924 0.5072 -0.165 -0.126 -0.079
C -4.0042 -3.6342 1.0391 0.190 -0.198 -0.091
C -3.2225 -5.9726 0.1777 -0.494 -0.045 0.174
O -2.0234 -5.9244 0.1814 0.298 -0.057 0.137
N -3.9994 -7.0881 -0.1542 0.111 0.158 -0.617
C -5.3419 -6.7333 -0.3856 0.300 0.326 0.315
O -6.1577 -7.3968 -0.9526 -0.231 -0.286 -0.050
H -4.8416 -3.1201 -1.7589 -0.259 0.247 -0.161
H -6.0449 -1.3977 -0.8403 0.034 0.089 0.105
H -5.3472 0.1179 -1.3565 0.113 -0.148 0.015
H -3.9463 0.1887 0.7451 -0.128 0.087 -0.044
H -5.6849 0.4441 0.9554 0.138 -0.023 0.016
H -5.7081 -1.2109 2.5325 0.013 -0.118 -0.131
H -3.9815 -1.3855 2.3124 -0.227 -0.184 -0.068
H -7.2536 -2.6719 1.1322 0.067 -0.133 -0.040
H -7.5875 -4.9613 0.1606 0.087 0.049 0.015
H -3.0033 -3.2881 1.2823 -0.113 0.011 -0.038
H -3.5877 -7.8545 -0.6710 -0.021 -0.016 0.168
C 0.5364 -1.1067 -3.8232 -0.098 0.015 -0.058
Cl 0.9569 -2.5474 -4.7479 0.001 0.021 0.025
Cl 1.9935 -0.2780 -3.2635 0.075 -0.047 0.067
Cl -0.4717 -0.0175 -4.7729 0.006 -0.004 0.019
H -0.0269 -1.4147 -2.9524 -0.036 0.003 0.024
C 2.4699 3.3313 -3.8686 0.001 -0.016 0.014
Cl 1.0304 4.2556 -3.4351 0.081 -0.040 -0.018
Cl 2.3521 2.7215 -5.5150 0.012 0.022 -0.033
Cl 3.9274 4.3049 -3.6537 -0.015 -0.006 0.002
H 2.5313 2.4808 -3.2023 -0.003 0.013 -0.002
C -1.1750 -6.6173 3.2536 0.002 0.031 -0.081
Cl 0.4933 -7.1713 3.4207 0.060 0.125 -0.130
Cl -2.2950 -7.9833 3.2764 0.002 0.021 -0.021
Cl -1.5743 -5.4552 4.5183 -0.014 0.000 -0.011
H -1.2710 -6.1257 2.2929 0.032 -0.029 0.013
C -0.0557 7.7488 -3.8041 0.064 -0.029 -0.044
Cl 0.7693 8.3441 -2.3646 -0.107 -0.087 0.139
Cl -1.2580 6.5340 -3.3711 -0.160 0.092 0.020
Cl -0.7881 9.0704 -4.7102 0.016 -0.002 0.014
H 0.6852 7.2734 -4.4354 -0.019 -0.015 0.007
C -1.1481 0.8382 3.1659 0.023 -0.008 -0.041
Cl -0.3327 -0.3907 2.2023 -0.017 0.004 0.002
Cl -1.4139 2.3059 2.2282 -0.019 0.002 -0.003
Cl -2.6759 0.2167 3.8021 0.093 0.128 0.135
H -0.5163 1.0873 4.0083 0.002 -0.011 -0.010
C 3.3683 11.0119 -1.7575 -0.061 -0.001 -0.017
Cl 2.0078 12.0152 -1.2554 0.002 -0.017 0.011
Cl 3.2131 10.5454 -3.4499 0.119 0.096 -0.078
Cl 4.8993 11.8388 -1.4694 -0.096 -0.089 0.134
H 3.3572 10.1093 -1.1588 0.004 0.009 -0.005
C 6.1146 15.3875 -0.7907 -0.013 0.003 -0.019
Cl 4.6061 15.2923 0.1186 0.014 -0.001 -0.013
Cl 6.7971 17.0121 -0.7103 0.002 -0.010 -0.019
Cl 7.2758 14.1910 -0.2172 0.009 0.033 0.095
H 5.8979 15.1655 -1.8289 0.005 -0.006 0.009
C 8.5147 13.7205 -4.0865 -0.002 0.050 0.043
Cl 7.0053 13.0115 -3.5091 0.107 -0.014 -0.197
Cl 8.3284 15.4601 -4.3242 0.000 -0.007 0.008
Cl 9.8404 13.3777 -2.9761 -0.009 -0.014 -0.018
H 8.7545 13.2720 -5.0416 -0.015 0.017 -0.001
C 1.7185 -10.8071 2.6664 -0.080 0.062 0.001
Cl 0.7453 -11.9924 3.5359 -0.024 -0.060 0.000
Cl 3.2585 -10.5465 3.4949 0.002 0.024 0.004
Cl 1.9649 -11.2943 0.9925 -0.155 0.050 0.059
H 1.1796 -9.8674 2.6711 -0.004 -0.011 0.006
C 0.8149 -10.4146 6.8413 -0.003 -0.012 0.014
Cl 1.7752 -9.5825 8.0655 -0.003 -0.006 -0.018
Cl -0.1927 -11.6649 7.5736 0.008 0.006 -0.024
Cl -0.1627 -9.2708 5.9220 0.016 -0.119 0.120
H 1.4953 -10.8982 6.1514 -0.007 0.006 0.004
C 5.9860 -12.6911 -0.5195 0.026 -0.009 0.030
Cl 7.7258 -12.3969 -0.5573 -0.016 0.003 -0.002
Cl 5.6363 -14.4130 -0.6830 -0.004 0.009 -0.007
Cl 5.2617 -12.0396 0.9488 0.165 -0.039 -0.039
H 5.5447 -12.1804 -1.3652 0.007 -0.004 0.006
C -0.0437 7.5875 1.4671 -0.047 0.001 -0.005
Cl -0.4930 8.1092 3.0906 -0.010 -0.002 -0.027
Cl 1.6159 8.0586 1.0987 0.067 0.022 0.006
Cl -0.2557 5.8476 1.2815 0.012 -0.011 -0.022
H -0.6975 8.0816 0.7596 0.022 0.001 -0.008

Record 2
53
Properties=species:S:1:pos:R:3:forces:R:3 method="wB97M-V/def2-TZVPD" gap_ev=7.07 homo_ev=-14.38 multiplicity=1 charge=+2 e_lumo_ev=-7.31
Lu 0.4540 1.1730 1.4779 0.698 -1.172 0.639
Cl 1.2083 -0.4389 3.0883 -0.170 0.894 -0.306
P 1.1173 -0.5872 -0.3556 1.171 -0.096 -0.896
C 1.4188 1.0028 -1.2790 -0.324 -0.080 0.223
C 0.9369 1.2076 -2.5829 0.310 0.288 0.145
C 1.1471 2.4348 -3.2313 -0.003 0.015 0.451
C 1.8130 3.4707 -2.5618 -0.137 -0.147 -0.145
C 2.2540 3.2878 -1.2490 0.034 0.378 0.425
C 2.0344 2.0826 -0.5715 -0.328 -0.459 -0.571
C 2.7879 -1.3098 -0.1173 0.301 -0.107 0.465
C 2.8736 -2.4112 0.7568 -0.107 0.320 0.069
C 4.1142 -2.8860 1.1721 0.099 0.033 -0.219
C 5.2900 -2.3098 0.6696 -0.210 0.007 -0.109
C 5.2152 -1.2813 -0.2758 -0.071 -0.225 0.255
C 3.9689 -0.7763 -0.6529 -0.196 0.166 0.109
C 0.2404 -1.7375 -1.3986 -0.642 -0.443 0.111
C -1.0558 -2.1968 -1.0788 0.469 0.315 -0.582
C -1.6641 -3.1106 -1.9389 -0.181 -0.224 0.208
C -0.9588 -3.6827 -3.0045 -0.083 0.205 0.236
C 0.3401 -3.2581 -3.2723 0.132 0.089 0.013
C 0.9331 -2.2729 -2.4882 -0.397 -0.103 -0.073
H 1.9520 -2.8589 1.1340 0.298 0.051 0.041
H 4.1762 -3.7041 1.8925 -0.066 0.247 -0.276
H 6.2614 -2.6789 1.0128 -0.380 0.166 -0.182
H 6.1320 -0.8609 -0.6942 -0.355 -0.105 0.098
H 3.9166 0.0524 -1.3531 0.071 -0.057 0.046
H 0.3923 0.4097 -3.0902 0.288 0.197 0.151
H 0.7601 2.5965 -4.2430 0.226 -0.123 0.397
H 1.9687 4.4327 -3.0664 0.001 -0.486 0.293
H 2.7748 4.0968 -0.7304 -0.166 -0.222 -0.232
H 2.4940 1.9334 0.4374 0.163 0.058 -0.679
H -1.5597 -1.8257 -0.1827 0.016 -0.092 -0.370
H -2.6990 -3.4058 -1.7630 0.330 -0.044 0.053
H -1.4205 -4.4716 -3.6069 0.152 0.422 0.193
H 0.9068 -3.6866 -4.0923 -0.118 0.012 0.070
H 1.9305 -1.9179 -2.7105 0.089 -0.114 -0.046
H -1.6844 1.8801 -2.8664 -0.244 -0.366 0.041
H -1.9333 1.1717 -2.8110 0.025 0.377 -0.028
N -6.1185 1.4289 4.4203 0.736 0.271 -0.419
C -5.4608 2.2257 3.5181 -1.763 0.806 0.659
O -5.9444 3.2880 3.1371 1.334 -1.278 0.176
C -4.1255 1.7244 3.0218 0.895 -0.455 -0.315
C -3.7049 0.3911 3.1485 -0.002 -0.093 -0.060
C -2.5190 -0.0090 2.5405 0.999 1.042 -0.508
N -1.6542 0.8959 1.9646 -1.811 0.724 0.217
C -2.0259 2.2268 1.9046 -0.794 -1.643 0.363
C -3.2656 2.6300 2.3827 0.152 0.670 -0.003
H -6.8714 1.8618 4.9296 -0.213 0.003 -0.145
H -5.7613 0.5660 4.7958 0.047 0.208 -0.021
H -4.2878 -0.3459 3.7227 0.320 0.323 -0.661
H -2.1840 -1.0396 2.4456 -0.148 0.168 0.444
H -1.3346 2.9215 1.3798 -0.453 -0.095 0.351
H -3.5791 3.6711 2.3151 0.005 -0.225 -0.100

Record 3
58
Properties=species:S:1:pos:R:3:forces:R:3 method="wB97M-V/def2-TZVPD" gap_ev=6.90 homo_ev=-11.11 multiplicity=1 charge=+1 e_lumo_ev=-4.20
O 5.8532 -0.7614 2.0544 -0.392 0.346 -0.681
C 5.6170 -0.7796 0.6329 1.318 -0.810 -0.847
C 4.8634 0.5071 0.0861 1.936 -0.848 -1.237
N 3.7690 1.0254 0.9804 -0.417 0.966 -0.340
C 2.3678 0.8456 0.4519 -2.810 0.015 0.122
C 1.3739 0.2729 1.5976 -0.182 -1.697 0.566
C 1.2497 -1.3054 1.3464 -2.441 0.642 -0.102
F 2.0335 -2.2073 2.0861 -0.135 1.763 -2.450
C 0.3263 -1.7205 0.3296 1.925 -0.134 0.959
F -1.0506 -1.5859 0.4870 3.376 0.483 -1.735
F 0.8658 -2.2510 -0.8662 -2.454 -0.115 2.855
H 6.6921 -1.2186 2.2480 -0.629 0.277 -0.172
H 6.6485 -0.7819 0.1260 -1.687 0.212 0.287
H 5.1317 -1.7672 0.3043 0.225 1.533 0.608
H 4.4390 0.2213 -0.9386 0.388 0.540 1.595
H 5.6364 1.3328 -0.1317 -1.382 -1.239 0.683
H 3.9203 2.0504 1.0607 -0.074 -0.835 0.179
H 3.7847 0.6582 1.9454 0.551 -0.163 -0.425
H 2.3119 0.1219 -0.4187 0.526 0.962 1.102
H 1.9219 1.8429 0.1113 1.054 -1.280 0.412
H 1.7505 0.4758 2.6532 -0.397 -0.074 -1.270
H 0.3251 0.7267 1.5220 1.524 -0.570 -0.122
C 8.6940 3.2032 -1.3792 0.083 0.166 -0.024
C 9.6345 3.9523 -0.8024 -0.238 -0.018 -0.255
C 10.3277 3.5025 0.4241 0.404 0.354 0.164
O 11.1820 4.1834 0.9513 -0.255 -0.214 -0.116
C 9.9385 2.1897 0.9849 -0.185 -0.355 0.089
C 8.9981 1.4419 0.4074 0.106 0.069 0.131
C 8.3056 1.8922 -0.8186 0.058 -0.036 -0.177
O 7.4448 1.2066 -1.3498 0.064 0.133 0.198
H 8.1759 3.5169 -2.2768 0.004 -0.043 -0.006
H 9.9315 4.9146 -1.2004 0.028 -0.015 0.035
H 10.4565 1.8755 1.8824 0.028 0.041 -0.014
H 8.7011 0.4792 0.8051 0.032 -0.009 -0.018
C -5.9232 1.0224 -0.3154 0.077 0.286 -0.073
C -4.9803 1.9383 -0.0924 -0.235 -0.066 -0.114
C -3.8275 1.6526 0.7877 0.185 0.288 0.039
O -2.9661 2.4880 0.9941 -0.045 -0.227 -0.055
C -3.7592 0.3132 1.4093 -0.115 -0.280 0.023
C -4.7011 -0.6031 1.1867 0.305 0.010 0.173
C -5.8546 -0.3175 0.3064 -0.295 -0.200 -0.115
O -6.7132 -1.1527 0.1009 0.450 0.327 0.242
H -6.7747 1.2139 -0.9562 -0.001 -0.052 0.006
H -5.0145 2.9236 -0.5401 0.029 -0.006 0.031
H -2.9075 0.1220 2.0500 -0.015 0.025 0.019
H -4.6665 -1.5886 1.6344 -0.045 0.002 -0.023
C -10.0979 -3.0472 -0.4074 0.241 0.111 -0.091
C -9.0978 -2.5875 -1.1606 0.007 -0.109 0.292
C -9.2193 -2.5127 -2.6324 0.217 0.096 -0.161
O -8.3069 -2.0951 -3.3212 -0.168 -0.061 0.123
C -10.4914 -2.9651 -3.2363 -0.279 -0.106 -0.034
C -11.4908 -3.4246 -2.4829 0.108 0.068 -0.309
C -11.3698 -3.4996 -1.0107 -0.300 -0.131 0.311
O -12.2817 -3.9167 -0.3231 0.184 0.083 -0.168
H -10.0266 -3.1099 0.6713 -0.038 -0.020 -0.006
H -8.1595 -2.2512 -0.7347 -0.246 -0.094 -0.160
H -10.5629 -2.9025 -4.3150 0.033 0.011 0.006
H -12.4282 -3.7604 -2.9086 -0.003 -0.005 0.050

Record 4
52
Properties=species:S:1:pos:R:3:forces:R:3 method="wB97M-V/def2-TZVPD" gap_ev=7.02 homo_ev=-4.25 multiplicity=1 charge=-1 e_lumo_ev=2.78
Ni 0.5249 0.2957 1.1300 0.329 0.070 -0.002
C 0.9571 2.1735 1.8421 -0.027 0.017 0.055
C 1.2385 1.2705 2.9059 0.037 0.027 -0.053
C 2.2362 0.3885 2.4296 -0.031 0.016 0.088
C 2.7202 0.8670 1.1535 -0.124 0.014 0.062
C 1.9298 1.9537 0.7857 -0.038 -0.028 -0.063
C 2.0281 2.7611 -0.4704 0.006 0.013 0.003
C 3.8781 0.2939 0.3989 -0.030 -0.052 -0.055
C 2.7707 -0.8005 3.1681 0.012 -0.004 0.002
C 0.5591 1.2140 4.2369 -0.011 0.007 0.011
C -0.0156 3.3101 1.8865 -0.023 0.008 -0.003
H 2.6409 3.6580 -0.3310 -0.011 0.004 0.005
H 1.0416 3.0870 -0.8038 0.008 0.007 0.004
H 2.4746 2.1841 -1.2830 0.008 0.004 0.002
H 3.9322 -0.7906 0.5071 -0.012 -0.001 -0.004
H 4.8260 0.7073 0.7584 0.007 -0.016 0.006
H 3.8136 0.5064 -0.6701 0.000 0.018 0.024
H 3.5540 -0.5187 3.8792 0.010 0.008 -0.012
H 3.1976 -1.5315 2.4796 -0.004 -0.004 -0.001
H 1.9732 -1.3018 3.7182 0.007 0.006 0.002
H 1.0650 1.8498 4.9721 0.000 -0.001 -0.002
H 0.5385 0.1938 4.6186 0.001 0.000 0.003
H -0.4782 1.5456 4.1682 0.004 0.005 -0.005
H 0.4475 4.2161 2.2910 0.005 0.001 -0.004
H -0.8761 3.0664 2.5106 0.004 -0.005 0.002
H -0.3992 3.5421 0.8921 0.001 0.000 0.001
S -0.8607 -2.0747 3.2156 0.017 -0.042 -0.002
C -0.1381 -2.4381 1.7466 -0.042 0.015 -0.041
N 0.4105 -1.6020 0.8728 -0.083 -0.023 -0.004
C 0.9014 -2.2264 -0.2577 -0.003 -0.052 0.013
C 1.5175 -1.5859 -1.3300 0.006 0.018 -0.021
C 1.9703 -2.3427 -2.3975 -0.009 0.019 0.015
C 1.8162 -3.7288 -2.4105 -0.007 -0.017 0.010
C 1.2022 -4.3757 -1.3477 0.009 -0.018 -0.019
C 0.7474 -3.6200 -0.2778 -0.009 0.023 0.021
S -0.0530 -4.1153 1.1832 0.020 0.021 -0.004
H 1.6306 -0.5085 -1.3018 -0.015 -0.021 -0.009
H 2.4487 -1.8495 -3.2348 0.002 -0.001 -0.002
H 2.1750 -4.3048 -3.2541 0.000 0.000 0.000
H 1.0781 -5.4515 -1.3532 0.002 0.000 -0.004
N -5.7631 2.0982 -2.1217 0.001 0.000 -0.004
C -4.7701 1.7985 -1.6212 -0.012 0.003 0.000
C -3.5314 1.4311 -0.9969 0.021 -0.011 0.025
C -3.5067 1.0210 0.3381 -0.005 0.018 -0.039
C -2.3043 0.6783 0.9313 -0.001 -0.042 0.018
C -1.0845 0.7290 0.2377 -0.032 -0.027 -0.002
C -1.1483 1.1297 -1.1035 0.018 0.028 -0.023
C -2.3406 1.4782 -1.7195 -0.002 0.005 -0.007
H -4.4334 0.9711 0.8969 -0.001 0.001 0.002
H -2.3083 0.3393 1.9616 0.009 0.001 0.001
H -0.2392 1.1759 -1.6962 -0.010 -0.012 0.012
H -2.3587 1.7861 -2.7582 -0.002 0.000 -0.002